Molecular formula: C58H158N21O15P7S4
Method: DFT, wB97M-V/def2-TZVPD

Properties
Orbital gap   8.36 eV
Energy relative to the best compared isomer or geometry (same formula, charge and spin)   142.4 kJ/mol

XYZ file:
```
263
Properties=species:S:1:pos:R:3:forces:R:3
S 4.604082 -2.540389 3.289613 1.5 2.4 1.5
S 0.365292 -4.882082 -4.216114 0.6 -0.8 0.0
S -3.588876 -2.449653 3.617005 -1.8 1.0 -3.3
S -5.022705 3.513719 0.142552 3.2 -0.7 -0.6
P 4.785132 3.294689 -2.911828 0.7 1.4 1.7
P -5.244543 0.941751 -3.092666 0.2 -1.5 -1.0
P -0.858689 6.451519 2.929598 0.4 -2.6 -0.8
P -0.148389 -1.356136 0.607413 0.3 -0.2 -1.5
P -6.943351 -5.911706 -0.817295 -0.4 0.1 1.6
P 5.279605 5.755207 2.989173 0.1 -1.1 -0.5
P 4.794446 -4.704589 -1.646881 1.7 -0.2 -1.1
O -4.803572 -2.976530 4.233621 1.1 0.3 0.0
O -6.376276 -7.042268 -1.556920 -0.4 -0.8 -0.5
O -0.855576 -4.143605 -4.141464 -1.0 0.5 0.1
O 3.518150 3.966834 -3.249510 -0.3 -0.3 0.0
O -6.218858 3.730601 -0.590373 -1.7 0.6 -0.1
O 1.408304 -4.382048 -5.069947 0.4 -0.1 0.1
O 5.406949 -3.227661 4.291454 -0.4 -0.1 -0.8
O 0.281983 -2.181584 1.812785 -1.0 1.1 -1.3
O -3.792274 -1.502104 2.451492 0.6 -1.7 3.0
O 4.849415 -2.669747 1.885706 -0.1 -1.1 -0.6
O 0.462868 7.128674 2.914901 -0.4 -0.4 -0.2
O 5.240362 6.978911 3.809374 -0.1 -0.3 0.3
O 3.840621 -3.584910 -1.756853 -0.3 -0.1 -0.1
O -3.787625 3.555866 -0.661116 -0.7 0.7 1.1
O -5.154447 0.518176 -1.657929 -0.1 0.0 -1.1
N -5.746886 -4.764854 -0.763753 -1.6 0.9 0.0
N -2.051357 7.524482 3.144997 -1.1 0.8 0.3
N 4.008082 5.455617 1.928872 0.1 0.7 1.5
N 4.682188 2.505622 -1.427448 2.1 -0.3 1.1
N 4.231288 -6.160459 -1.057689 0.4 -0.2 -1.1
N -3.807588 1.234975 -3.947903 0.4 -0.8 0.7
N 5.379974 -5.248005 -3.137910 1.7 1.1 -1.7
N -5.862833 -0.332922 -4.086719 -0.3 -0.4 1.8
N 5.328216 4.321896 3.913959 0.8 -0.7 -0.4
N -0.606887 0.204967 0.983513 0.6 -0.5 -0.7
N 6.034955 4.448037 -2.998437 -0.6 -1.0 0.4
N -1.460989 5.601300 1.524304 0.3 1.4 -0.1
N -8.516048 -5.533000 -1.343581 1.1 -1.1 -2.0
N 1.110838 -1.366508 -0.516089 -0.4 0.3 0.6
N -7.291708 -6.017515 0.822796 -0.2 -1.0 0.0
N -6.191288 2.280204 -3.307187 1.8 -0.2 -0.8
N 6.178322 -4.301975 -0.810632 0.1 -0.8 0.9
N -0.844974 5.205410 4.103082 0.2 0.5 -1.0
N 6.560812 5.805664 1.907712 0.2 0.5 -0.4
N 5.349945 2.053080 -3.808885 -0.2 -0.9 -2.4
N -1.411011 -1.854851 -0.409395 -0.1 0.8 1.1
C -0.652103 4.439625 1.051113 0.5 1.2 0.3
C -1.327782 -3.270679 -0.730678 -0.2 0.1 0.8
C 2.580562 -1.544916 4.689735 0.3 1.4 1.5
C -3.452071 7.240985 3.447835 0.7 -1.4 0.6
C 4.946706 -4.809985 -4.528286 0.8 1.4 2.0
C 5.867698 1.763363 -0.807407 -2.2 0.4 0.0
C -2.495620 -3.795666 3.010664 -1.0 1.0 0.5
C -5.016235 1.938268 0.957268 -0.9 -1.1 0.0
C 5.787334 2.995136 3.320551 -0.1 1.1 1.4
C -2.459760 -1.745263 4.809670 0.5 -1.4 0.1
C -1.936311 6.540401 0.391061 -0.1 -1.8 0.5
C 4.189579 -7.241467 -2.045972 -2.0 -1.5 0.4
C 3.518521 6.677405 1.253421 0.9 -0.2 -0.5
C -5.975356 -3.481108 -0.116462 1.3 0.7 0.5
C -1.459315 -3.874423 4.103629 0.1 -1.1 -0.4
C 2.928635 4.606526 2.362751 -0.8 -0.3 -0.5
C -7.575018 2.091875 -3.026066 -0.1 -0.1 0.8
C 0.869772 -5.189125 -2.488991 -0.3 0.2 -0.9
C -1.106829 -2.485267 4.511218 0.2 1.4 2.7
C -1.665937 8.888084 3.412399 1.0 0.6 -0.4
C -4.893130 4.565485 1.677407 -0.3 -1.3 -2.0
C -9.332576 -4.531850 -0.788887 -0.4 2.0 0.8
C -0.039290 -6.609090 -4.645326 0.1 0.3 1.3
C -6.475664 -1.514659 -3.405362 -0.3 2.1 0.2
C -8.717720 -5.573383 -2.817604 1.2 -1.9 0.1
C -0.045694 -6.343802 -2.109335 1.8 0.4 -0.1
C -2.781539 -1.212997 -0.378983 1.3 -1.0 0.2
C 4.330184 0.950720 -3.842287 0.0 0.6 0.6
C -5.520070 3.642720 2.733605 0.8 1.7 0.0
C 5.677764 5.777375 -3.441478 -0.2 0.1 0.3
C 6.615956 -2.881335 -0.839429 0.7 -1.0 0.1
C -5.014360 2.261102 2.474571 -0.2 -1.7 -0.4
C 6.946765 -5.246709 0.110044 -1.9 1.7 -0.8
C 1.070246 -1.047053 -1.955423 -0.1 -0.8 0.7
C -6.319624 -5.785276 1.876443 0.2 2.6 -0.7
C -0.368356 1.340893 0.090781 0.0 -0.7 0.3
C -4.576581 -4.920906 -1.583165 0.0 -0.3 -0.3
C 3.812569 -0.542338 4.793773 -1.0 0.0 0.9
C -5.735747 3.402525 -4.087371 -0.6 0.2 -1.0
C 0.055895 -7.341955 -3.259601 0.7 -0.8 -0.6
C -1.873237 4.201609 4.237991 -0.3 -0.5 0.6
C 4.781425 -0.728912 3.633083 0.0 -0.9 -0.1
C 5.811853 2.457547 -5.210307 0.3 -0.8 1.8
C 3.598376 2.561570 -0.501090 -2.8 0.4 -0.2
C -6.237134 -0.231304 -5.482352 1.2 0.4 -0.2
C 5.108904 4.364706 5.369271 0.2 0.6 0.0
C -3.117722 -0.017678 -4.469236 0.0 2.0 -0.5
C -8.459227 -6.778031 1.248534 -0.8 0.3 0.3
C 7.596144 6.858916 2.111118 -0.2 -0.3 -0.6
C 7.417222 4.330584 -2.531824 -0.2 -0.6 -1.7
C 6.753328 -5.858797 -3.255763 -1.1 -0.3 -0.5
C -0.856922 0.490650 2.362573 -1.2 1.1 0.0
C -2.838965 2.103064 -3.204415 -1.3 -0.1 -0.2
C 6.597836 4.997379 0.671394 0.5 0.5 0.3
C 3.342968 -6.210205 0.065700 -1.3 1.6 0.1
C 0.174994 5.146045 5.149621 -0.5 -0.4 0.0
C 2.906663 -2.659953 3.802173 0.1 -2.9 -1.5
C 2.466244 -1.344424 0.035461 0.5 0.2 -0.7
H 5.832383 3.057305 2.242478 0.2 0.2 -0.1
H 0.089423 1.059773 -0.841809 0.3 -0.4 -0.2
H -4.160084 1.329909 0.601980 -0.4 0.6 0.3
H 7.619609 3.340936 -2.140938 0.0 -0.1 0.0
H 5.710430 -4.088534 -4.933732 -0.7 -0.6 0.4
H 6.054927 -2.302195 -1.584131 0.1 -0.3 0.3
H 4.590630 5.869897 -3.513291 0.3 0.0 0.0
H -7.265141 0.099480 -5.657312 -0.3 -0.6 0.1
H 1.636538 -1.092320 4.410985 0.1 0.4 -0.4
H -2.903690 6.190307 -0.075656 0.8 0.5 1.0
H -5.926280 1.395834 0.536509 1.0 0.7 0.9
H -1.248321 6.503756 -0.424103 0.8 -0.4 -0.6
H 2.855044 1.716587 -0.645343 0.8 0.5 0.1
H 6.449528 -2.485816 0.157172 0.0 0.4 0.0
H 3.618140 -8.119840 -1.618840 0.8 0.8 0.0
H -1.039750 -6.633893 -5.053863 -0.3 0.2 0.1
H -0.748426 -8.058782 -3.146241 0.0 -0.3 -0.2
H 2.289189 -6.364471 -0.248149 0.4 -0.4 0.1
H -8.187336 2.155032 -3.936239 -0.1 -0.2 0.2
H 2.299928 -2.766449 2.907301 -0.2 0.5 -0.2
H -5.852608 4.360480 -3.625805 -0.3 0.5 0.9
H -0.531903 -2.557578 5.480398 -0.6 0.3 -0.8
H -8.075058 -6.369306 -3.284701 -0.4 0.7 0.7
H -1.828847 -4.453502 4.994796 0.3 0.4 -0.9
H 3.863657 2.556078 0.552418 0.7 -0.2 0.1
H 7.795346 7.484707 1.195833 -0.4 -0.8 0.6
H 6.580329 5.608046 -0.236531 0.0 0.4 0.2
H 6.011685 4.282531 6.049020 -0.6 0.0 -1.1
H -5.945301 -2.634115 -0.823768 0.2 -0.4 0.3
H 2.871983 -0.325963 0.190544 -0.2 -0.1 -0.3
H -3.409472 2.879203 -2.663461 0.5 -0.3 -0.4
H 2.512484 7.002727 1.509829 0.1 -0.1 0.6
H -2.618240 4.483544 5.015717 0.3 -0.2 -0.2
H -6.263117 3.495473 -5.053837 0.0 -0.3 0.1
H 0.137027 -1.342073 -2.450552 0.2 -0.2 0.4
H 7.937820 -5.377982 -0.239991 1.1 0.1 -0.3
H -3.344531 -1.519100 0.483183 0.1 0.2 0.7
H 0.266388 -6.770529 -1.150813 -0.2 -0.1 -0.2
H -5.844040 -6.593090 2.370959 0.3 -1.5 0.0
H -7.645427 1.119002 -2.503059 -0.5 0.4 -0.5
H 6.533422 -6.904801 -3.404132 0.5 -0.8 0.2
H -2.398559 1.477600 -2.439738 0.7 0.0 0.3
H 5.126982 2.134544 3.542091 -0.2 0.6 0.2
H 6.923810 -4.862098 1.120869 0.2 0.3 0.3
H 6.545651 3.238152 -5.112686 0.2 0.3 0.1
H 3.509903 6.432203 0.214389 -0.2 0.0 -1.1
H 4.658943 -0.223997 2.637752 -0.5 -0.2 1.1
H -3.622490 7.512331 4.517282 -0.3 0.0 -0.8
H 6.771828 2.736188 3.759557 -0.3 0.1 -0.5
H 8.518934 6.370013 2.420487 0.3 0.2 -0.1
H 3.438131 0.478453 4.883672 0.1 0.0 -0.1
H 1.040833 -7.906006 -3.201889 -1.1 0.7 0.0
H 7.654705 5.053660 -1.779755 0.1 0.5 0.5
H -0.989685 -5.888496 -1.996891 -1.6 0.0 0.1
H 7.235889 -5.597926 -4.205001 -0.2 0.6 0.2
H 3.679176 1.046302 -4.705801 -0.2 0.1 -0.1
H -1.257508 -0.409866 2.817592 -0.1 0.2 0.2
H -2.244237 0.420981 -4.996304 -0.5 -0.6 -0.2
H -2.820522 -2.120430 5.763629 -0.2 0.2 0.2
H -5.209073 -3.324688 0.695811 -0.4 0.2 -0.9
H -3.620850 6.131954 3.356473 0.0 1.2 0.1
H -5.423867 5.451485 1.373762 -0.3 0.5 0.4
H -0.601964 -4.358241 3.656147 0.4 -0.3 0.3
H 1.213680 0.002578 -2.173136 0.3 0.5 0.0
H -2.103687 -3.830241 -0.162488 0.7 0.0 0.1
H -1.576296 -3.448264 -1.766117 0.3 -0.1 -0.6
H -3.815274 -0.556313 -5.120347 0.7 0.2 0.1
H 0.280117 2.070615 0.560849 0.2 0.2 0.2
H 7.712923 -2.820606 -1.068053 -0.8 -0.1 0.1
H -5.138880 4.021683 3.695424 -0.7 -0.3 0.0
H 1.917543 -1.626422 -2.326176 -0.1 0.1 -0.6
H 3.743706 0.969610 -2.910631 0.0 0.2 -0.5
H -0.638287 9.030005 2.985263 -1.1 0.2 0.5
H -3.822576 4.770037 1.725252 0.0 -0.1 0.4
H -9.731489 -5.869852 -3.090580 -0.1 0.4 0.3
H 3.229711 3.793036 3.003747 0.3 -0.1 0.2
H 2.510700 4.159566 1.474444 -0.4 -0.3 -0.4
H -2.095507 2.561821 -3.876419 -0.3 -0.3 0.2
H -1.224024 3.752286 0.452963 -0.6 0.1 -0.2
H 4.418880 3.576788 5.634016 -0.2 -0.5 0.2
H -7.859007 2.841060 -2.292550 -0.5 0.2 0.0
H -2.428881 4.039865 3.307837 0.3 0.0 0.1
H 6.642575 1.800921 -1.536434 0.7 -0.5 -0.2
H 8.111706 4.502015 -3.392349 -0.3 -0.1 0.5
H 0.753990 6.062203 5.123865 0.4 -0.2 -0.1
H 2.422363 -1.894390 5.710303 -0.1 -0.1 0.0
H -6.091871 -1.562896 -2.399582 0.4 -0.1 0.2
H -3.387642 -1.620038 -1.159791 0.0 0.0 -1.2
H 4.244895 7.491010 1.364276 -0.3 -0.1 0.2
H -2.147594 -3.391752 2.053589 0.3 -0.3 0.3
H -0.318105 3.881063 1.943462 0.2 0.3 -0.4
H 2.863171 -3.679130 4.227056 0.0 0.5 0.3
H -2.523504 -0.670020 4.781747 0.2 0.3 -0.2
H 2.108070 5.143485 2.824999 -0.1 0.3 0.4
H 6.036734 6.442542 -2.658270 0.0 0.6 -0.2
H -6.292488 -2.449180 -3.916346 0.0 -0.1 -0.4
H -5.641326 0.551630 -5.986436 0.1 -0.4 0.3
H -4.032641 2.122293 2.909274 0.5 0.1 -0.2
H -1.404565 3.230131 4.556393 -0.4 0.7 -0.3
H -1.648472 9.100057 4.482618 0.1 0.1 0.2
H 6.115297 6.030928 -4.415483 0.1 0.0 0.1
H 0.765703 4.198847 5.121390 0.0 0.8 -0.5
H 0.629322 -6.922185 -5.432962 0.4 -0.2 0.1
H 1.916144 -5.436526 -2.443869 0.5 0.0 -0.1
H -0.276783 -3.565041 -0.464566 -1.2 -0.3 -0.3
H -1.898899 7.582007 0.674121 -0.6 0.1 0.4
H 7.276681 7.541945 2.901962 0.0 -0.3 -0.1
H -0.317202 5.077054 6.117722 -0.2 0.3 0.3
H -9.389280 -6.242469 0.956151 0.5 -0.7 0.3
H 6.482448 -6.211326 0.152842 -0.5 -0.4 -0.3
H 6.292665 1.611576 -5.665605 0.2 -0.5 -0.1
H -8.508880 -7.810059 0.917550 0.1 -0.1 -0.7
H 4.260235 -0.790748 5.801290 0.1 0.4 -1.4
H -8.442197 -6.903221 2.333873 0.0 0.5 0.0
H 3.267970 -5.152376 0.434892 0.4 -1.0 0.4
H -3.084229 -4.693646 2.887264 -0.2 -0.1 -0.1
H -4.469969 -4.101164 -2.279994 0.3 0.7 0.0
H 0.084168 0.763541 2.833654 0.0 0.4 0.6
H 7.499416 -5.740575 -2.462828 -0.7 0.3 0.1
H -5.632469 1.522124 2.977394 -0.1 -0.1 0.1
H -1.293372 1.805636 -0.205613 -0.6 0.3 0.1
H 7.478441 4.327744 0.552792 -0.3 0.4 0.5
H -4.776754 -5.779185 -2.232333 0.6 -0.1 0.5
H -4.693719 3.324989 -4.325283 0.4 -0.2 -0.1
H -8.412817 -4.636482 -3.249683 -0.2 0.6 -0.4
H 5.700454 4.405441 0.609758 -0.3 -0.2 0.1
H 3.616415 -7.061596 -2.984162 0.4 0.4 0.5
H 4.592184 5.308967 5.614725 0.4 -0.3 -0.1
H -6.904868 -3.384753 0.429375 -0.4 -0.5 -0.1
H -10.422845 -4.688174 -0.906338 0.6 -0.1 -0.2
H 3.150254 -1.896873 -0.657098 -0.5 0.3 0.8
H -4.114510 7.769436 2.754759 0.0 0.0 0.2
H -5.538039 -5.137884 1.406117 -0.4 -0.8 0.9
H 2.955211 3.472357 -0.572525 0.7 -0.4 -0.5
H -2.691795 -0.675457 -3.722246 -0.2 -0.2 0.6
H 5.172734 -7.565595 -2.318297 0.3 -0.4 0.0
H -0.468064 -1.925016 3.854096 0.0 -0.2 -0.7
H 2.444941 -1.774320 1.020460 0.1 -0.5 0.1
H -5.952840 -1.220238 -5.927782 -0.7 0.9 -0.1
H -3.668799 -5.020032 -0.955898 -0.3 -0.1 -0.5
H 6.168534 2.281310 0.134289 -0.1 -0.4 -0.7
H 5.801108 -0.556946 3.978807 0.1 -0.2 -0.2
H 4.882646 -5.625621 -5.219890 -0.2 -0.7 -0.2
H 4.000947 -4.286841 -4.435823 -0.2 -0.1 -0.2
H 5.035173 2.776091 -5.866946 -0.9 0.3 -0.3
H -6.797874 -5.201745 2.684505 0.1 0.0 -0.3
H -6.603069 3.678139 2.643891 -0.1 0.2 0.3
H 4.752125 -0.030864 -3.831505 0.8 -0.6 -0.3
H 0.212729 4.803621 0.425238 -0.5 -0.5 0.7
H 0.653209 -4.250376 -1.992430 0.3 0.0 0.1
H -9.133660 -4.409982 0.252788 0.0 -0.3 1.0
H 5.542167 0.707345 -0.565408 0.5 1.0 -0.3
H -9.051629 -3.516795 -1.132524 -0.4 -0.2 -0.5
H -2.380718 9.587441 2.960435 0.1 -0.1 -0.1
H -1.651267 1.319910 2.445725 1.2 -1.0 0.0
H -2.707784 -0.133643 -0.449126 0.0 -0.1 -0.1
H 3.617624 -6.943825 0.831066 0.1 0.3 -0.1
H -7.548952 -1.282548 -3.269812 0.1 -0.7 -0.3
```
Forces are in eV/Å.

Atomic partial charges in e from the Mulliken method, atoms 1 to 6: 0.958, 1.128, 0.890, 0.965, 0.348, 0.056


Molecular formula: C29H31N4O
Method: DFT, wB97M-V/def2-TZVPD

Properties
Orbital gap   6.18 eV
Energy relative to the best compared isomer or geometry (same formula, charge and spin)   179.4 kJ/mol
Net charge   +1

XYZ file:
```
65
Properties=species:S:1:pos:R:3:forces:R:3
O -4.191092 3.085095 0.723680 0.9 -0.3 -0.1
N -1.993500 3.719888 0.355834 -0.2 -1.3 0.2
N 8.993854 1.609320 -0.223009 -1.9 -0.5 0.2
N 1.772725 -3.580450 -0.007034 0.0 0.4 0.2
N -0.894521 1.653255 0.586407 0.6 -1.0 0.1
C 1.199718 -5.126732 -1.741408 -0.1 0.0 -0.2
C 1.257225 -7.613403 -1.437399 0.0 -0.3 0.1
C -6.626465 0.386287 -1.045181 -0.1 0.1 -0.2
C 4.218572 1.706979 0.157615 -0.3 -0.6 0.1
C 1.379321 -3.857825 -1.237814 -0.2 0.3 -0.8
C 4.795311 -0.613409 0.466587 -0.8 0.3 0.0
C 0.181505 3.721126 1.476117 0.0 -0.1 0.2
C 1.997226 -4.636336 0.754610 0.3 -0.2 0.8
C 1.391685 0.926656 0.528931 2.1 -0.1 -0.2
C 3.796052 0.379482 0.401854 1.4 0.4 -0.2
C 6.120932 -0.302754 0.308442 0.6 0.1 -0.1
C 1.850465 -5.944961 0.352336 0.0 -0.3 0.0
C -4.900497 -0.342573 0.975042 0.1 0.0 -0.1
C -2.248564 5.134646 0.153168 0.5 0.0 0.0
C 1.437476 -6.220251 -0.935445 0.0 -0.2 0.0
C -7.126773 -0.159512 0.118587 -0.2 0.0 0.0
C 7.869353 1.335491 -0.088382 3.5 0.8 -0.4
C 6.523967 1.012944 0.072108 -2.0 -0.6 0.3
C -5.267331 0.575840 -1.193621 0.3 0.0 0.0
C 0.045689 0.671837 0.684196 -2.6 2.2 -0.2
C -2.368546 1.453507 0.729918 0.1 -1.1 0.5
C -0.027006 3.318410 -1.054535 0.0 -0.2 -0.1
C -6.260325 -0.525776 1.127621 0.0 -0.1 0.3
C -4.387396 0.221688 -0.181873 -0.3 0.1 0.0
C -3.011128 2.827932 0.614266 0.5 0.7 -0.1
C -2.915590 0.481698 -0.317452 0.2 -0.1 -0.4
C 2.429456 0.017942 0.576346 -1.7 0.5 0.0
C 5.547265 2.008124 -0.002248 0.2 0.2 -0.1
C -0.630463 3.114919 0.332752 -0.3 0.7 -0.1
H 0.346056 4.785691 1.323058 0.0 0.0 -0.1
H -1.741472 5.717926 0.918612 0.0 0.1 0.1
H -1.881495 5.443189 -0.823631 -0.1 0.1 -0.1
H 2.204707 -1.025828 0.714224 -0.1 -0.5 0.1
H 2.058255 -6.756947 1.027915 0.1 -0.1 0.2
H -2.708330 0.898744 -1.307826 0.0 0.0 0.0
H 1.148334 3.244535 1.609968 0.0 0.1 0.0
H -3.317777 5.324776 0.208119 0.0 -0.2 0.0
H -0.370435 3.599780 2.406213 -0.1 0.0 0.1
H 1.492419 -8.345256 -0.661493 0.0 0.1 -0.1
H -8.190714 -0.290540 0.243771 -0.1 0.0 0.0
H -4.877550 1.018545 -2.094411 0.0 0.1 -0.2
H 0.917132 2.797662 -1.186156 0.0 0.1 0.0
H 1.910536 -7.804043 -2.291768 -0.1 0.0 0.0
H 1.663957 1.942475 0.336516 0.1 0.1 0.0
H 5.865313 3.020775 -0.187238 0.0 0.2 0.0
H 0.225820 -7.778780 -1.756760 0.1 0.0 0.0
H 0.880234 -5.279847 -2.758213 -0.1 0.1 -0.2
H -0.715558 2.933251 -1.803758 -0.1 0.0 -0.1
H 0.136553 4.373255 -1.263008 0.0 0.1 0.1
H 4.493426 -1.630758 0.640773 0.0 -0.3 0.0
H 6.873816 -1.070266 0.364786 0.1 -0.2 0.0
H -0.285897 -0.328494 0.888511 -0.4 -0.3 0.1
H 2.322869 -4.434824 1.762782 0.1 0.1 0.2
H 3.494483 2.499710 0.092071 0.0 0.2 0.0
H -6.646876 -0.937980 2.045366 0.0 -0.1 0.1
H -7.300527 0.680209 -1.832991 -0.1 0.0 -0.1
H 1.194969 -3.012226 -1.881740 0.0 0.2 -0.2
H -4.221668 -0.621675 1.763046 0.1 -0.1 0.3
H -2.370510 -0.466979 -0.265769 0.1 0.1 0.1
H -2.558688 1.064855 1.737994 -0.1 0.1 -0.1
```
Forces are in eV/Å.

Atomic partial charges in e from the Mulliken method, atoms 1 to 6: -0.651, 0.245, -0.448, -0.267, 0.518, -0.560